# 1
A cluster of 6 separate species, C11H32ClO9 in total, computed with the ωB97M-V functional and the def2-TZVPD basis.

Calculated values
HOMO = -0.259 Eh
DFT total energy = -1575.4630 a.u.
2S+1 = 1
Energy above the lowest of the compared OMol25 structures with the same formula, charge and spin = 0.000 eV
Charge = -1

Each line ends with the Löwdin charge.
CARTESIAN COORDINATES (ANGSTROEM)
1 Cl -26.0761 10.7127 5.2968  0.65
2 O -27.4717 11.0250 5.1709  -0.34
3 O -25.3914 11.6991 6.1000  -0.36
4 O -25.9335 9.4098 5.9344  -0.38
5 O -25.4529 10.6667 3.9872  -0.36
6 C -29.7625 12.6617 7.3121  -0.06
7 C -31.0113 12.3873 8.0928  -0.51
8 C -30.7361 11.6065 9.3573  -0.07
9 O -31.6561 13.6132 8.5019  -0.07
10 H -29.0684 13.2701 7.8950  0.09
11 H -29.9842 13.2277 6.4035  0.08
12 H -29.2599 11.7364 7.0314  0.07
13 H -31.7301 11.8139 7.4938  0.13
14 H -30.0763 12.1677 10.0189  0.08
15 H -30.2354 10.6715 9.0945  0.08
16 H -31.6629 11.3380 9.8644  0.07
17 H -31.9470 14.0669 7.7053  0.08
18 C -23.7824 15.8178 7.9636  -0.07
19 C -24.5912 14.5384 8.1434  -0.50
20 C -24.0056 13.6385 9.2293  -0.06
21 O -25.9606 14.8325 8.3998  -0.05
22 H -24.3547 16.5116 7.3450  0.07
23 H -22.8287 15.6226 7.4715  0.08
24 H -23.5794 16.2990 8.9253  0.07
25 H -24.5586 13.9540 7.2230  0.12
26 H -23.0238 13.2755 8.9293  0.08
27 H -24.6910 12.8151 9.4146  0.08
28 H -23.8757 14.2149 10.1545  0.07
29 H -26.0150 15.2482 9.2651  0.08
30 C -27.0647 7.0654 3.4409  -0.06
31 C -26.3410 6.1244 4.3931  -0.50
32 C -24.8281 6.2914 4.2926  -0.05
33 O -26.7664 6.3410 5.7347  -0.06
34 H -26.8247 6.8101 2.4022  0.07
35 H -26.7209 8.0834 3.6211  0.06
36 H -28.1486 6.9942 3.5273  0.08
37 H -26.5939 5.0896 4.1436  0.13
38 H -24.3639 5.4884 4.8725  0.08
39 H -24.5335 7.2391 4.7418  0.06
40 H -24.4845 6.1979 3.2632  0.08
41 H -26.4687 7.2335 5.9588  0.05
42 C -23.6295 8.7624 8.4631  -0.17
43 O -23.6325 10.1732 8.5853  -0.13
44 H -23.8490 8.4417 7.4431  0.06
45 H -22.6495 8.3917 8.7629  0.07
46 H -24.3889 8.3047 9.1108  0.07
47 H -24.1956 10.5312 7.8894  0.04
48 C -22.1788 10.4388 3.7646  -0.18
49 O -22.7817 9.3724 4.4592  -0.14
50 H -22.2722 11.3866 4.3037  0.08
51 H -21.1145 10.2100 3.6683  0.07
52 H -22.5923 10.5565 2.7574  0.07
53 H -23.7130 9.6003 4.5727  0.02


# 2
A structure of composition C35H29AsN2O5PdSi, computed with the ωB97M-V functional and the def2-TZVPD basis.

Calculated values
HOMO (alpha / beta) = -0.292 / -0.292 Eh
DFT total energy = -4490.0127 a.u.
2S+1 = 1
Energy above the lowest of the compared OMol25 structures with the same formula, charge and spin = 0.543 eV
Charge = 0

Each line ends with the Löwdin charge.
CARTESIAN COORDINATES (ANGSTROEM)
1 Pd 0.2678 -0.4205 -0.0701  0.60
2 O 4.6337 1.9265 3.5699  0.12
3 C 4.8506 0.6788 3.2387  -0.52
4 O 5.9094 0.1240 3.4406  0.08
5 C 3.7350 -0.1012 2.5911  -0.05
6 C 3.8643 -1.4532 2.4149  -0.01
7 N 2.7765 -1.8709 1.7595  0.03
8 N 1.9280 -0.8849 1.4797  0.03
9 C 2.4776 0.2174 1.9859  -0.13
10 C 1.7026 1.5302 1.8609  -0.61
11 O 2.1155 2.4971 2.5365  0.00
12 O 0.7071 1.5222 1.0993  -0.09
13 H 3.6986 2.2203 3.2750  0.10
14 H 4.6632 -2.1179 2.7162  0.14
15 H 2.5127 -2.8101 1.5278  0.13
16 C -3.9342 -3.3993 -2.9027  -0.09
17 C -2.5455 -3.2972 -2.9378  -0.08
18 C -1.8690 -2.6487 -1.9123  -0.12
19 C -2.5734 -2.1014 -0.8333  -0.33
20 C -3.9666 -2.1961 -0.8193  -0.11
21 C -4.6449 -2.8476 -1.8439  -0.09
22 Si -1.7137 -1.3345 0.5938  0.69
23 C -1.0562 -2.6624 1.7029  -0.32
24 C -1.5801 -2.8635 2.9818  -0.10
25 C -1.1126 -3.8955 3.7935  -0.08
26 C -0.1112 -4.7390 3.3353  -0.09
27 C 0.4215 -4.5555 2.0590  -0.10
28 C -0.0448 -3.5237 1.2552  -0.14
29 H -4.4625 -3.9051 -3.7037  0.10
30 H -1.9919 -3.7181 -3.7695  0.10
31 H -0.7921 -2.5517 -1.9579  0.08
32 H -4.5341 -1.7641 0.0041  0.10
33 H -5.7257 -2.9188 -1.8182  0.10
34 H -2.6915 -0.5569 1.3521  -0.01
35 H -2.3642 -2.2069 3.3558  0.10
36 H -1.5312 -4.0385 4.7834  0.10
37 H 0.2509 -5.5438 3.9649  0.10
38 H 1.1889 -5.2290 1.6931  0.10
39 H 0.3604 -3.3973 0.2617  0.08
40 O -0.4047 -0.1603 -2.1260  -0.54
41 As 0.5485 1.0380 -2.8336  1.22
42 C -0.0283 1.2889 -4.6259  -0.31
43 C -0.2126 2.5639 -5.1460  -0.08
44 C -0.6488 2.7085 -6.4591  -0.07
45 C -0.8959 1.5834 -7.2363  -0.07
46 C -0.7201 0.3086 -6.7070  -0.07
47 C -0.2892 0.1547 -5.3958  -0.09
48 C 0.4342 2.6836 -1.8928  -0.33
49 C 1.5570 3.4355 -1.5697  -0.09
50 C 1.4044 4.5916 -0.8151  -0.06
51 C 0.1402 4.9957 -0.4077  -0.06
52 C -0.9820 4.2553 -0.7560  -0.06
53 C -0.8404 3.0910 -1.4965  -0.09
54 C 2.3870 0.5124 -2.8562  -0.29
55 C 3.0602 0.4740 -1.6342  -0.11
56 C 4.3783 0.0495 -1.5787  -0.06
57 C 5.0262 -0.3312 -2.7508  -0.07
58 C 4.3628 -0.2775 -3.9715  -0.07
59 C 3.0392 0.1484 -4.0299  -0.08
60 H -0.0261 3.4350 -4.5328  0.10
61 H -0.7993 3.6984 -6.8717  0.11
62 H -1.2368 1.7001 -8.2609  0.11
63 H -0.9270 -0.5652 -7.3139  0.11
64 H -0.1820 -0.8310 -4.9628  0.11
65 H 2.5416 3.1225 -1.8844  0.10
66 H 2.2753 5.1675 -0.5326  0.11
67 H 0.0307 5.8891 0.1989  0.11
68 H -1.9651 4.5781 -0.4393  0.11
69 H -1.7018 2.4868 -1.7365  0.11
70 H 2.5710 0.8140 -0.7366  0.07
71 H 4.9020 0.0321 -0.6288  0.11
72 H 6.0595 -0.6620 -2.7121  0.11
73 H 4.8771 -0.5671 -4.8814  0.11
74 H 2.5232 0.1918 -4.9785  0.10


# 3
The molecule C3H7NOSi, computed with the ωB97M-V functional and the def2-TZVPD basis.

Calculated values
HOMO = -0.406 Eh
DFT total energy = -537.9502 a.u.
SMILES = C[SiH](C)OC#N
2S+1 = 1
Energy above the lowest of the compared OMol25 structures with the same formula, charge and spin = 1.281 eV
Charge = 0

Each line ends with the Löwdin charge.
CARTESIAN COORDINATES (ANGSTROEM)
1 C -2.4820 -0.0779 0.3952  -0.22
2 C 0.1305 1.4733 -0.4276  -0.21
3 C 1.4368 -1.4388 -0.2512  -0.18
4 N -3.4196 0.5591 0.3330  0.15
5 O -1.2015 -0.9432 0.4865  -0.21
6 Si 0.1935 -0.1247 0.6111  0.50
7 H 0.7987 2.2271 0.0208  0.02
8 H 0.3795 1.3143 -1.4372  0.00
9 H -0.9585 1.9588 -0.3777  0.07
10 H 0.7597 -1.7052 -1.1299  0.04
11 H 2.4344 -1.2862 -0.6764  0.01
12 H 1.7084 -2.3169 0.3917  0.02
13 H 0.2203 0.3604 2.0618  0.00


# 4
A structure of composition C2H14BrO6Pt, computed with the ωB97M-V functional and the def2-TZVPD basis.

Calculated values
HOMO (alpha / beta) = -0.444 / -0.444 Eh
DFT total energy = -3228.8640 a.u.
2S+1 = 3
Energy above the lowest of the compared OMol25 structures with the same formula, charge and spin = 0.496 eV
Charge = +1

Each line ends with the Mulliken spin population.
CARTESIAN COORDINATES (ANGSTROEM)
1 Pt -4.4958 23.1120 -1.3230  1.00
2 Br -6.6198 20.3325 -4.5087  1.00
3 C -0.3973 17.4655 1.0996  0.00
4 C -0.7673 18.2350 -0.2250  0.00
5 O -1.1507 19.5948 0.0356  0.00
6 O 0.7115 18.1494 1.6830  0.00
7 H -0.1059 16.4332 0.9059  0.00
8 H -1.1894 17.6177 1.8327  0.00
9 H -1.5421 17.6844 -0.7584  0.00
10 H 0.1029 18.1844 -0.8795  0.00
11 H -0.3342 20.0531 0.2474  0.00
12 H 1.1368 17.4680 2.2088  0.00
13 O -7.1645 22.0354 1.6476  0.00
14 H -7.1192 22.0336 2.6037  0.00
15 H -8.0963 21.9382 1.4513  0.00
16 O -7.5560 25.8308 -2.1956  0.00
17 H -7.8368 26.6600 -1.8086  0.00
18 H -8.3663 25.4205 -2.4979  0.00
19 O -2.9754 25.6773 1.5994  0.00
20 H -2.4889 25.4703 2.3974  0.00
21 H -3.3874 26.5218 1.7819  0.00
22 O -2.4121 25.1940 -4.1855  0.00
23 H -1.5083 25.0093 -4.4408  0.00
24 H -2.5579 26.1002 -4.4575  0.00


# 5
The molecule C4H9NOS, computed with the ωB97M-V functional and the def2-TZVPD basis.

Calculated values
HOMO = -0.345 Eh
DFT total energy = -685.9925 a.u.
SMILES = O=CNCCCS
2S+1 = 1
Energy above the lowest of the compared OMol25 structures with the same formula, charge and spin = 0.718 eV
Charge = 0

Each line ends with the Löwdin charge.
CARTESIAN COORDINATES (ANGSTROEM)
1 C -0.4801 -0.9605 -0.0371  -0.23
2 N 0.1382 -0.5956 1.1987  0.02
3 C -0.1975 -1.1013 2.4067  -0.38
4 O 0.4033 -0.9005 3.4329  0.03
5 C -0.7654 0.2128 -0.9758  -0.27
6 C 0.4943 0.8982 -1.4842  -0.54
7 S 1.0465 2.1764 -0.2731  0.69
8 H -1.4312 -1.4534 0.1881  0.12
9 H 0.0211 -1.7041 -0.6683  0.12
10 H 0.9772 -0.0285 1.2561  0.10
11 H -1.1244 -1.7059 2.3559  0.13
12 H -1.3848 0.9805 -0.5013  0.10
13 H -1.3584 -0.1752 -1.8061  0.11
14 H 0.3686 1.3917 -2.4410  0.06
15 H 1.3142 0.1912 -1.6033  0.07
16 H 1.9783 2.7742 -1.0482  -0.14


# 6
A cluster of 3 separate species, C23H50BN4O5P in total, computed with the ωB97M-V functional and the def2-TZVPD basis.

Calculated values
HOMO (alpha / beta) = -0.262 / -0.262 Eh
DFT total energy = -1867.5714 a.u.
2S+1 = 3
Charge = 0

Each line ends with the Mulliken spin population.
CARTESIAN COORDINATES (ANGSTROEM)
1 C -2.5340 0.9395 -1.3013  0.00
2 C -1.1790 1.1263 -2.2018  0.00
3 P 0.4665 0.9715 -1.2582  0.00
4 C 1.1802 2.6423 -0.6880  0.00
5 C 2.5803 2.5514 0.1691  0.00
6 N 0.4542 -0.2731 0.0066  0.00
7 B 0.0551 0.2443 1.3718  0.00
8 N 0.3952 -0.6623 2.5793  0.00
9 O -0.6659 1.4922 1.6812  0.00
10 C -0.2996 -1.5251 -0.3894  0.00
11 O -0.2010 -1.9047 -1.6937  0.00
12 O -1.0791 -2.3896 0.5134  0.00
13 H -2.4645 1.3301 -0.2008  0.00
14 H -2.9257 -0.1841 -1.3805  0.00
15 H -3.3756 1.6035 -1.8271  0.00
16 H -1.2019 2.1870 -2.7128  0.00
17 H -1.1952 0.3284 -3.0870  0.00
18 H 1.4374 3.2819 -1.6623  0.00
19 H 0.3688 3.2989 -0.1096  0.00
20 H 2.6245 3.4473 0.9539  0.00
21 H 3.4687 2.6044 -0.6194  0.00
22 H 2.7129 1.5388 0.7411  0.00
23 H 0.0760 -0.2173 3.4675  0.00
24 H 1.4410 -0.8320 2.5805  0.00
25 H -1.6479 1.3411 1.8218  0.00
26 H -1.8712 -2.7992 0.0147  0.00
27 C 6.2970 0.8645 -5.9408  0.00
28 C 5.6137 1.0731 -4.5550  0.02
29 C 5.7303 -0.2046 -3.6694  0.02
30 C 4.7215 -1.3043 -3.9726  -0.02
31 C 3.3072 -0.7416 -4.0438  0.02
32 C 3.1968 0.4250 -5.0563  0.04
33 N 4.1969 1.5139 -4.7838  0.30
34 O 3.7693 2.2064 -3.6373  0.62
35 C 3.3743 -0.1492 -6.4901  0.01
36 C 1.7284 0.9580 -5.0591  -0.02
37 C 6.5069 2.1586 -3.8593  -0.01
38 H 5.6231 1.0427 -6.7825  -0.01
39 H 7.1167 1.5758 -6.1088  0.00
40 H 6.7120 -0.1417 -6.0498  0.00
41 H 5.6016 0.0725 -2.6141  0.00
42 H 6.7424 -0.6241 -3.7464  0.00
43 H 4.9848 -1.8172 -4.9030  0.00
44 H 4.7676 -2.0655 -3.1840  0.00
45 H 2.6127 -1.5479 -4.3116  0.00
46 H 3.0054 -0.4073 -3.0422  0.00
47 H 3.3179 0.6479 -7.2445  -0.01
48 H 2.5822 -0.8703 -6.7221  0.00
49 H 4.3137 -0.6881 -6.6329  0.00
50 H 1.3937 1.2866 -4.0690  0.01
51 H 1.0266 0.1770 -5.3767  0.00
52 H 1.6173 1.7987 -5.7551  0.00
53 H 6.4470 3.1208 -4.3858  0.00
54 H 7.5596 1.8494 -3.8553  0.00
55 H 6.2308 2.3256 -2.8127  0.00
56 C -5.3073 -1.3289 6.8652  0.01
57 C -4.5054 -0.3539 5.9502  0.03
58 C -5.4300 0.3106 4.8852  0.02
59 C -5.7374 -0.5434 3.6624  -0.02
60 C -4.4611 -1.1337 3.0754  0.02
61 C -3.6484 -1.9243 4.1303  0.03
62 N -3.3493 -1.1030 5.3534  0.29
63 O -2.3610 -0.1656 5.0046  0.62
64 C -4.4416 -3.2087 4.5014  0.01
65 C -2.3516 -2.4807 3.4600  -0.02
66 C -4.0750 0.7994 6.9222  0.00
67 H -4.9032 -2.3443 6.8684  -0.01
68 H -5.2687 -1.0304 7.9214  0.00
69 H -6.3622 -1.3880 6.5822  0.00
70 H -4.9612 1.2368 4.5252  0.00
71 H -6.3776 0.6164 5.3486  0.00
72 H -6.4508 -1.3330 3.9186  0.00
73 H -6.2310 0.0757 2.9032  0.00
74 H -4.7212 -1.7812 2.2285  0.00
75 H -3.8528 -0.3216 2.6552  0.01
76 H -3.9081 -3.7968 5.2611  -0.01
77 H -4.5705 -3.8543 3.6250  0.00
78 H -5.4502 -3.0094 4.8706  0.00
79 H -1.7300 -1.6937 3.0189  0.01
80 H -2.5957 -3.1722 2.6442  0.00
81 H -1.7415 -3.0338 4.1847  0.00
82 H -3.3723 0.4363 7.6843  0.00
83 H -4.9471 1.2101 7.4460  0.00
84 H -3.6057 1.6396 6.3992  0.00